Record 1
39
Properties=species:S:1:pos:R:3:forces:R:3 method="wB97M-V/def2-TZVPD" homo_ev=-12.3466 orbital_gap_ha=0.3631 e_tot_ev=-20414.2908 max_force_ev_per_a=1.04 charge=+1
C -2.74376 2.78666 0.37153 -0.102 0.308 -0.348
C -1.43636 2.04074 0.18172 -0.381 0.043 0.543
C -0.68129 1.91322 1.50793 0.216 -0.144 -0.053
C 0.67249 1.26197 1.37502 -0.473 -0.112 0.615
C 1.16751 0.46371 2.31363 0.233 -0.435 -0.232
C 2.54011 -0.13668 2.25209 0.286 0.394 0.081
N -1.73159 0.65775 -0.37669 0.053 0.611 0.690
H -2.56261 3.81396 0.70584 0.022 -0.240 -0.080
H -3.32373 2.83650 -0.55462 0.111 0.078 -0.010
H -3.37565 2.30362 1.11048 -0.001 -0.140 0.228
H -0.78533 2.52997 -0.54476 -0.184 -0.023 -0.116
H -1.28732 1.34197 2.22220 0.043 0.146 -0.118
H -0.55343 2.91872 1.93441 -0.137 -0.103 -0.258
H 1.28176 1.51899 0.52242 0.173 0.029 -0.297
H 0.59262 0.21172 3.20246 -0.169 0.180 -0.087
H 2.60226 -1.14360 2.66454 -0.143 -0.125 0.026
H 3.21192 0.46408 2.87612 0.034 -0.119 -0.072
H 2.94070 -0.13474 1.23834 0.011 0.029 -0.030
H -2.57959 0.62457 -0.94048 0.352 0.262 -0.502
H -1.94371 -0.02380 0.37325 0.436 0.029 0.271
H -0.90670 0.33571 -0.89044 -0.365 -0.581 -0.228
H 3.65095 1.03723 -2.14522 0.054 -0.013 0.026
H 2.19683 0.52623 -2.03437 0.626 -0.019 0.095
O 3.10902 0.38401 -1.69361 -0.537 0.020 0.003
H 1.73167 -2.57214 -3.28948 -0.149 0.167 0.058
H 0.38578 -2.76216 -4.02792 0.264 0.422 0.470
O 0.82483 -2.23213 -3.33194 -0.034 -0.825 -0.636
H 0.40876 -3.56909 1.55000 0.189 -0.221 0.130
H 1.02052 -2.13071 1.49352 0.289 0.013 0.099
O 0.23883 -2.65801 1.30864 -0.287 0.121 -0.079
H -2.26419 -1.17659 2.79397 0.002 -0.087 0.144
H -1.25536 -1.76356 1.73961 -0.435 0.222 0.391
O -2.03182 -1.17449 1.86468 0.276 -0.044 -0.549
H 0.62571 0.89889 -3.71703 0.002 -0.083 -0.452
H 0.61183 -0.52253 -3.01362 0.053 0.612 -0.475
O 0.59793 0.44932 -2.87592 -0.344 -0.190 0.899
H -0.24155 -2.03759 -1.82805 -0.447 0.071 0.723
H -0.45854 -2.18885 -0.28316 -0.041 0.105 -0.493
O -0.79339 -1.72403 -1.07584 0.505 -0.359 -0.379



Record 2
40
Properties=species:S:1:pos:R:3:forces:R:3 method="wB97M-V/def2-TZVPD" homo_ev=-12.8951 orbital_gap_ha=0.3470 e_tot_ev=-22459.9746 max_force_ev_per_a=5.29 charge=+1
C 0.50308 1.02971 2.42520 -0.306 -1.241 0.828
C 0.31921 1.93541 1.24187 0.140 0.573 -0.002
C 1.53724 1.90905 0.28981 0.184 1.470 0.226
C 1.55426 0.60439 -0.40998 0.246 0.924 -1.037
C 1.43804 0.49782 -1.72696 -0.157 -0.604 -0.167
N 1.36162 -0.80859 -2.34452 1.335 2.203 -2.883
C 1.45681 -0.97336 -3.63904 -0.642 -1.702 2.095
H 1.43398 1.20682 2.96202 0.178 0.201 -0.121
H 0.51840 -0.04609 2.13879 -0.089 0.575 0.068
H -0.28434 1.12657 3.18882 0.062 0.082 -0.391
H 0.15979 2.96072 1.57519 0.108 -0.053 0.067
H -0.61472 1.69163 0.70098 0.512 -0.057 -0.045
H 2.52039 2.10383 0.82832 -1.236 -0.458 -0.301
H 1.42479 2.80279 -0.37765 0.176 -1.023 0.070
H 1.63909 -0.25660 0.20599 0.068 -0.707 0.338
H 1.34609 1.33506 -2.42204 0.075 -0.331 0.233
H 1.12478 -1.56848 -1.76377 -0.388 -1.391 0.915
H 1.67918 -0.21413 -4.33811 0.247 1.073 -0.115
H 1.35738 -1.98056 -4.05987 0.019 0.381 0.456
H -2.48299 -0.21851 0.01750 1.444 0.414 -2.513
H -2.59396 0.75237 1.31210 -0.872 -2.976 -1.744
O -2.89457 -0.13626 0.83908 -0.689 2.890 4.373
H -2.46549 -1.71906 1.18178 0.660 -1.414 0.293
H -2.20069 -3.05547 2.01538 -0.092 -0.064 0.064
O -2.05674 -2.65978 1.15363 -0.563 1.357 -0.180
H -0.91649 4.82060 3.35038 -0.781 -0.890 -1.143
H -2.28036 4.70108 2.60902 1.001 -0.458 0.036
O -1.38810 4.28228 2.65262 -0.287 1.392 1.157
H 1.87840 -2.02364 2.42607 -0.285 0.221 0.468
H 2.80000 -2.76691 1.53459 1.504 -1.347 -0.139
O 2.12121 -2.13138 1.50936 -0.951 1.100 -0.155
H -2.44803 -1.60562 -1.48795 -0.540 -0.504 -0.158
H -0.96172 -1.53519 -0.99929 -1.142 1.067 -0.707
O -1.72729 -0.98519 -1.42081 1.598 -0.586 0.625
H -1.17855 -0.59433 -3.00656 -0.140 -0.065 0.184
H -1.39773 -0.33623 -4.51379 -0.989 0.258 -0.973
O -0.73645 -0.50940 -3.87205 0.692 -0.024 0.177
H 0.89230 -2.37972 0.30441 0.768 0.104 1.096
H -0.61543 -2.73998 0.22394 -0.072 -0.273 0.557
O 0.17761 -2.51566 -0.30446 -0.796 -0.116 -1.550



Record 3
41
Properties=species:S:1:pos:R:3:forces:R:3 method="wB97M-V/def2-TZVPD" homo_ev="-2.6402 / -8.9307" spin_multiplicity=2 s_squared=0.751 orbital_gap_ha="0.1102 / 0.3352" e_tot_ev=-24509.5591 max_force_ev_per_a=2.53 charge=0
O 1.55951 -2.00149 -3.02395 0.112 -0.718 -0.427
C 1.37371 -0.90800 -2.57283 -0.229 1.569 0.538
C 0.97457 -0.64507 -1.11161 0.344 -0.992 -1.311
C 0.43361 -1.94786 -0.52310 0.363 1.573 1.954
C 0.26274 -1.87540 0.98880 0.917 -1.337 0.371
C 1.05385 -2.63277 1.77976 -0.951 1.449 -0.611
C 0.68021 -2.87415 3.18521 -0.606 -0.683 2.246
N -0.01214 0.47366 -1.10759 -0.460 -0.022 -0.077
H 1.55098 0.03583 -3.15652 -0.023 -0.575 0.042
H 1.90298 -0.35237 -0.62688 -0.214 0.365 0.356
H -0.52425 -2.20606 -0.98453 0.341 -0.420 -0.198
H 1.23861 -2.67604 -0.56600 -0.358 -0.302 -1.079
H -0.51766 -1.35326 1.50918 -0.738 0.239 -0.327
H 2.00639 -2.96199 1.38434 -0.119 -0.724 0.006
H 1.47450 -3.11206 3.89386 0.467 0.206 -0.315
H 0.08184 -2.11192 3.70303 0.323 0.544 -0.607
H -0.00758 -3.72060 3.37174 0.312 -0.156 -0.826
H -0.89162 0.06039 -1.43047 -0.180 0.578 -0.619
H -0.29444 0.88076 -0.19761 0.320 -0.205 0.524
H 0.29899 1.31710 -1.67076 -0.147 -0.942 0.092
H 0.99634 1.46248 1.28151 0.054 0.212 0.789
H 2.57964 1.40146 1.28924 0.145 0.132 0.650
O 1.79431 1.41798 0.75004 -0.021 -0.349 -1.117
H -2.85734 -0.50570 -0.08283 -0.132 0.107 -0.280
H -3.18266 0.83565 0.56695 -0.161 0.456 -0.145
O -2.72176 0.01244 0.71491 0.440 -0.501 0.499
H -3.30461 -2.31928 0.48142 -0.420 -0.743 -0.707
H -3.78917 -3.23869 -0.76660 -0.583 -0.965 0.322
O -3.33179 -2.46614 -0.48556 1.014 1.703 0.397
H 2.02783 2.20114 -3.12690 0.147 -0.002 -0.251
H 1.57451 3.27333 -2.11692 0.061 -0.202 0.198
O 1.43962 2.35050 -2.38550 0.001 0.550 -0.041
H 0.11177 2.98674 3.09812 -0.040 -0.103 0.529
H 1.04872 3.93521 2.30014 -0.105 -0.285 0.100
O 0.23040 3.41621 2.25461 -0.015 0.323 -0.416
H -3.45416 1.11709 -2.73611 0.726 -0.239 0.310
H -3.52764 -0.25728 -2.14288 -0.085 -0.569 0.093
O -2.89138 0.44668 -2.29006 -0.596 0.647 -0.448
H 1.50512 4.93931 0.21628 0.237 0.577 -0.082
H 1.16219 3.51525 0.17243 0.333 -0.576 0.147
O 1.94527 4.08693 0.16364 -0.474 0.377 -0.277



Record 4
42
Properties=species:S:1:pos:R:3:forces:R:3 method="wB97M-V/def2-TZVPD" homo_ev=-9.8585 orbital_gap_ha=0.3777 e_tot_ev=-27117.6205 max_force_ev_per_a=2.86 charge=0
O 1.35222 -1.26353 -1.73599 -1.069 0.792 0.255
C 1.72367 -0.76786 -3.03504 0.388 -0.825 2.077
C 3.20506 -0.85414 -3.15815 0.152 1.462 -0.814
O 3.75891 0.09366 -2.22257 -0.900 -0.118 -1.307
H 0.86078 -0.58621 -1.17073 1.151 -0.921 -0.940
H 1.33023 -1.39857 -3.78393 -0.978 -0.655 -0.976
H 1.41476 0.24669 -3.16033 -0.286 0.732 -0.223
H 3.41732 -0.44886 -4.16378 0.287 -0.467 0.091
H 3.60242 -1.88554 -3.07913 -0.202 0.609 0.267
H 4.37537 -0.42037 -1.76473 1.633 -0.693 1.499
O 0.73718 0.50351 0.35081 0.456 -0.233 1.844
C 2.02620 1.15338 0.40183 0.183 0.479 -1.938
C 3.07160 0.25418 0.97888 0.490 -0.301 1.077
O 2.98019 0.07038 2.39576 -0.902 -0.315 0.204
H 0.67481 0.02903 1.24103 -0.461 0.568 -1.349
H 2.28503 1.34944 -0.66942 -0.053 -0.217 0.815
H 2.03203 2.14882 0.87395 -0.426 -0.407 0.329
H 4.08411 0.61843 0.83714 0.022 0.516 -0.217
H 3.05592 -0.70338 0.49167 -0.315 -0.592 -0.460
H 2.14986 -0.40602 2.64575 0.867 0.594 -0.362
O -2.46679 0.09385 0.18772 0.601 -0.179 0.967
C -3.60034 0.39700 -0.58341 -0.072 -1.297 -2.547
C -3.88939 1.90324 -0.61893 -1.927 -1.402 0.267
O -3.91417 2.42240 0.68384 0.088 0.279 0.437
H -2.77705 -0.20735 1.07080 0.358 0.066 -0.738
H -3.46555 0.00677 -1.68395 0.259 0.886 1.752
H -4.39100 -0.30243 -0.25854 -0.330 1.028 0.226
H -4.94460 1.94791 -1.03489 1.179 0.455 0.360
H -3.21173 2.45820 -1.25198 0.321 -0.015 -0.344
H -3.05772 2.25391 1.11875 -0.269 0.062 -0.216
O 0.18901 -0.41392 2.98864 1.540 0.344 -0.368
H -0.37610 -1.15549 3.10722 -1.088 -0.745 0.120
H -0.23061 0.39858 3.26776 -0.542 0.312 0.038
O -1.07047 2.01536 2.04408 -1.202 -0.482 1.532
H -0.68304 2.88107 2.08878 0.441 0.276 -0.692
H -0.95456 1.52129 1.23522 0.696 0.255 -0.856
O -2.58145 -2.14750 2.05870 -0.385 0.628 0.496
H -2.63341 -2.79117 2.76163 -0.113 -0.253 0.186
H -2.08197 -2.54906 1.34687 0.555 -0.249 -0.585
O -0.70179 -2.31627 0.07762 -0.238 0.204 -0.122
H -0.34776 -2.75222 -0.71285 -0.005 0.499 0.216
H -0.94715 -1.39721 -0.16614 0.098 -0.679 -0.001